(1)
17
Properties=species:S:1:pos:R:3:forces:R:3 method="wB97M-V/def2-TZVPD" de_lowest_kj_mol=157.7 total_energy_ha=-417.06152 s2=0.7616 e_lumo_ha="-0.1511 / -0.3624" largest_force_ev_per_a=5.79 gap_ev="9.99 / 4.23" homo_ev="-14.10 / -14.09" charge=+1 multiplicity=2
H 0.525 2.296 -1.650 0.448 0.800 -0.187
C 1.225 -0.555 1.553 1.166 -3.897 2.242
H 0.198 -0.868 1.357 0.061 0.557 0.269
N 1.622 0.622 0.946 -2.609 3.050 -4.167
H 1.865 -1.407 1.119 -0.761 1.029 0.818
C 0.832 1.153 -0.041 4.360 0.058 1.801
H -3.345 -0.133 -0.341 0.002 -0.057 -0.289
H 2.479 1.050 1.155 1.376 0.568 0.196
H -0.703 -2.837 -1.741 -1.628 -0.631 -0.494
H 1.486 3.077 -0.287 -0.548 -0.415 -1.612
O -1.629 -3.122 -1.995 1.565 0.995 0.410
O -2.943 0.083 0.500 1.897 0.581 0.260
N 1.238 2.259 -0.913 -0.327 -0.853 2.917
H -1.997 0.360 0.323 -2.220 -0.595 0.120
H -2.027 -2.311 -2.347 0.065 -0.385 0.048
H 1.459 -0.482 2.666 -0.658 -0.350 -1.418
O -0.283 0.816 -0.305 -2.188 -0.456 -0.916


(2)
15
Properties=species:S:1:pos:R:3:forces:R:3 method="wB97M-V/def2-TZVPD" de_lowest_kj_mol=619.2 total_energy_ha=-532.60636 e_lumo_ha="-0.1791 / -0.1602" largest_force_ev_per_a=4.99 gap_ev="7.15 / 9.56" homo_ev="-12.03 / -13.92" charge=+1
H -2.144 0.775 2.023 2.197 -0.447 -1.159
H -1.135 1.197 -1.424 0.354 -0.509 -0.027
H -1.779 -1.392 0.324 0.299 0.109 0.142
N 0.732 -1.652 -1.485 0.591 2.370 1.195
H 0.915 1.053 0.528 -1.000 0.182 -0.527
C -1.135 0.811 1.378 -4.333 -2.469 0.040
N 1.250 0.582 -0.322 -1.765 0.693 -1.295
H 0.426 -2.489 -1.034 0.139 -1.083 -0.300
C 0.371 -0.620 -0.625 -1.838 1.038 1.254
H -0.503 1.318 2.015 1.673 1.440 0.934
H 1.264 1.269 -1.096 -0.044 -0.385 0.414
H -1.537 1.246 0.469 0.598 0.752 -0.150
H 2.150 0.450 -0.005 3.381 -1.251 0.229
P -0.591 -0.939 0.968 -0.284 0.200 -0.334
H 1.716 -1.609 -1.714 0.031 -0.638 -0.415


(3)
15
Properties=species:S:1:pos:R:3:forces:R:3 method="wB97M-V/def2-TZVPD" de_lowest_kj_mol=87.8 total_energy_ha=-589.85336 e_lumo_ha=0.0317 largest_force_ev_per_a=1.82 gap_ev=9.73 smiles=NCN.CS homo_ev=-8.87
H 1.970 2.688 1.225 -0.096 -0.063 -0.041
N 0.034 0.926 1.007 0.076 0.153 1.254
H -2.518 -2.270 -1.100 0.033 0.092 -0.040
H -0.510 1.738 1.228 0.046 0.184 -0.196
H 2.032 0.428 0.372 -0.344 -0.905 0.289
H -1.768 -1.911 0.398 0.830 -0.361 -0.041
H 1.059 3.016 -0.111 0.554 0.525 0.269
C -1.597 -1.854 -0.682 -1.564 -0.051 -0.043
S -0.215 -2.727 -1.466 0.153 0.703 0.277
H -0.448 0.070 1.179 0.201 -0.396 -0.259
N 1.814 2.433 0.253 -1.514 -0.786 -0.366
H 0.878 0.989 -0.872 0.475 -0.279 -0.236
C 1.187 1.071 0.173 0.615 1.561 -0.715
H -0.275 -3.808 -0.703 -0.039 -0.315 0.185
H -1.644 -0.788 -0.902 0.574 -0.063 -0.337


(4)
15
Properties=species:S:1:pos:R:3:forces:R:3 method="wB97M-V/def2-TZVPD" de_lowest_kj_mol=93.1 total_energy_ha=-589.85135 e_lumo_ha=0.0301 largest_force_ev_per_a=3.68 gap_ev=9.83 smiles=NCN.CS homo_ev=-9.01
H -0.369 1.278 -1.246 -0.311 0.380 1.469
N -2.685 -0.214 0.573 1.133 0.906 2.707
H 1.490 -0.964 0.760 0.408 -0.473 -0.449
C 2.352 -1.033 0.056 -2.933 -1.754 0.553
C -1.559 -0.036 -0.305 0.275 -0.623 -0.769
H -0.294 1.563 0.437 0.242 -0.470 0.304
H 2.443 1.369 -0.047 -1.282 0.582 -0.413
H -1.972 -0.107 -1.319 0.255 -0.313 0.066
S 3.250 0.401 0.249 3.434 1.202 0.569
H -2.343 0.098 1.550 -1.114 -0.776 -1.876
H -3.462 0.393 0.329 0.242 0.119 -0.012
H -0.847 -0.879 -0.161 -0.517 0.199 0.095
N -0.859 1.236 -0.325 -0.180 0.567 -1.977
H 2.943 -1.905 0.382 -0.068 0.522 -0.313
H 1.913 -1.201 -0.933 0.415 -0.067 0.047